Record 1
101
Properties=species:S:1:pos:R:3:lowdin_charge:R:1 method="wB97M-V/def2-TZVPD" charge=0 gap_ev=7.96 multiplicity=1 smiles="CCCCN(CCCC[C@H](CNCOCCC)OCCC)C(=S)SCCC.CCOC(=O)OC.CCOC(=O)OC" e_homo_ev=-8.16
C 0.58699 0.67125 3.73120 -0.126
C -0.05859 -0.30391 4.71577 -0.239
C -0.48382 -1.64108 4.12272 -0.196
C -1.83029 -1.69096 3.41305 -0.184
N -2.04412 -0.76083 2.27850 -0.196
C -2.33918 -1.44800 0.99348 -0.186
C -1.14352 -1.56667 0.04130 -0.169
C 0.18734 -1.82774 0.73289 -0.180
C 1.39954 -1.75753 -0.21541 -0.103
C 2.44035 -0.70142 0.17603 -0.320
C 2.54445 0.39435 -0.86596 -0.152
N 1.24935 1.09946 -0.97229 0.011
C 0.79602 1.26204 -2.32695 -0.245
O 1.46670 2.31362 -3.01692 -0.138
C 2.19705 1.91931 -4.16801 -0.235
C 3.70861 1.87276 -3.95782 -0.221
C 4.19952 2.94511 -2.98966 -0.092
O 3.67374 -1.39955 0.36364 -0.105
C 4.83671 -0.60451 0.46790 -0.225
C 4.82357 0.45172 1.58684 -0.217
C 5.87607 0.16518 2.66364 -0.107
C -3.03692 0.20702 2.58691 -1.123
S -4.59551 -0.13166 2.84619 0.723
S -2.51124 1.89357 2.73433 0.896
C -1.84633 2.16282 1.07009 -0.474
C -1.48580 3.64594 0.96547 -0.313
C -0.10854 3.94905 1.57227 -0.095
H 1.64879 0.45789 3.61858 0.064
H 0.13257 0.63149 2.74668 0.023
H 0.48711 1.68764 4.10249 0.062
H -0.89111 0.16423 5.23857 0.104
H 0.69552 -0.52074 5.47103 0.101
H 0.31228 -2.03981 3.49697 0.098
H -0.60054 -2.34558 4.94745 0.112
H -2.59274 -1.48250 4.16087 0.095
H -1.98694 -2.71591 3.08184 0.113
H -3.10367 -0.86948 0.48312 0.099
H -2.79063 -2.42278 1.17769 0.112
H -1.34198 -2.40365 -0.62937 0.115
H -1.05323 -0.67016 -0.57083 0.092
H 0.29294 -1.10723 1.53270 0.068
H 0.13609 -2.82702 1.16664 0.106
H 1.89308 -2.72233 -0.26906 0.116
H 1.05171 -1.54579 -1.22602 0.102
H 2.12056 -0.28163 1.12938 0.121
H 3.30313 1.12393 -0.59202 0.098
H 2.81802 -0.02566 -1.83191 0.127
H 1.37016 2.01660 -0.56580 0.105
H 0.90268 0.29971 -2.82439 0.126
H -0.25850 1.52498 -2.29995 0.096
H 2.00938 2.67565 -4.93037 0.120
H 1.83000 0.97670 -4.57394 0.118
H 4.15245 2.07592 -4.92961 0.105
H 4.04185 0.89277 -3.62432 0.095
H 5.22255 3.22758 -3.22045 0.070
H 3.57814 3.83483 -3.00846 0.077
H 4.21008 2.58566 -1.96474 0.050
H 5.63914 -1.30611 0.67975 0.118
H 5.09283 -0.13687 -0.48558 0.109
H 5.07808 1.41062 1.14155 0.102
H 3.86047 0.51063 2.08181 0.092
H 5.83921 -0.88030 2.95801 0.074
H 5.62856 0.73306 3.55759 0.067
H 6.87415 0.44132 2.34251 0.071
H -2.59344 1.87180 0.34361 0.076
H -0.94631 1.56239 0.95035 0.055
H -2.24344 4.22545 1.48850 0.086
H -1.51987 3.95256 -0.07744 0.100
H -0.08062 4.91809 2.05628 0.072
H 0.65009 3.92844 0.79427 0.061
H 0.13986 3.18260 2.30242 0.045
C -2.47378 2.65351 -3.65789 -0.051
C -1.26493 2.90263 -4.53625 -0.212
O -1.66718 3.46024 -5.79892 0.043
C -1.98319 4.75258 -5.77330 -0.613
O -1.93169 5.48010 -4.81560 0.124
O -2.35441 5.11193 -7.00241 0.005
C -2.77882 6.47266 -7.11599 -0.039
H -3.20446 2.03986 -4.18687 0.087
H -2.18898 2.14212 -2.74363 0.054
H -2.95798 3.59121 -3.38761 0.080
H -0.77536 1.96296 -4.78526 0.119
H -0.52777 3.54146 -4.05407 0.119
H -2.01954 7.14989 -6.73217 0.095
H -3.71425 6.62284 -6.57973 0.098
H -2.93147 6.65319 -8.17559 0.092
C -4.83879 -7.59027 3.51176 -0.065
C -4.75671 -6.35173 2.64677 -0.208
O -3.45260 -5.74918 2.69069 0.031
C -2.51468 -6.35894 1.96990 -0.615
O -2.66477 -7.32832 1.27337 0.127
O -1.37344 -5.68881 2.13518 -0.008
C -0.24675 -6.24479 1.45335 -0.037
H -4.53507 -7.36024 4.53361 0.082
H -5.86056 -7.96905 3.52634 0.080
H -4.18629 -8.37608 3.13455 0.075
H -5.43002 -5.58254 3.01911 0.123
H -5.02629 -6.56420 1.61274 0.124
H -0.45569 -6.37439 0.39376 0.097
H 0.04382 -7.19798 1.89145 0.099
H 0.56106 -5.52897 1.57704 0.087

Record 2
26
Properties=species:S:1:pos:R:3:nbo_charge:R:1 method="wB97M-V/def2-TZVPD" e_above_lowest_kj_mol=511.70 charge=0 gap_ev="6.55 / 7.83" multiplicity=1 e_homo_ev="-8.44 / -8.22"
C 4.04213 -1.22428 -0.64804 -0.232
C 2.82015 -1.51124 -1.30640 -0.195
C 4.07611 -0.70364 0.62021 -0.201
C 1.70352 -1.38829 -0.53161 -0.331
C 2.97010 -0.79437 1.46948 -0.325
C 1.86776 -1.23716 0.81631 0.152
C -2.29662 0.74258 -1.75898 -0.424
C -0.67707 1.23545 -0.06148 -0.434
C -2.89300 -0.28267 2.00314 -0.998
N -1.96090 0.51450 -0.33901 -0.770
P -2.12127 -0.93792 0.48338 1.050
S -3.67834 -1.87292 -0.42912 -0.412
H 5.06928 -1.16929 -1.00083 0.225
H 2.63936 -1.79178 -2.30103 0.223
H 4.90520 -0.33633 1.10629 0.210
H 0.65949 -1.53080 -1.08199 0.234
H 2.85422 -0.50940 2.57604 0.239
H -3.00867 -0.11737 -2.19316 0.241
H -2.76045 1.66275 -1.91868 0.199
H -1.35927 0.74524 -2.50604 0.181
H -0.73476 1.54694 1.09718 0.190
H 0.26708 0.74448 -0.01675 0.215
H -0.68616 2.20876 -0.65128 0.218
H -2.99179 -1.02558 2.82720 0.249
H -2.31641 0.48775 2.61493 0.243
H -4.00639 -0.00538 1.91850 0.257

For each record above, in turn, the calculated M values are 628.9, 199.3 g mol⁻¹.